[1]
Density functional theory data (wB97M-V/def2-TZVPD) for C25H24FN4Pd as an isolated structure in a non-equilibrium geometry.

Structure (XYZ):
```
55
Properties=species:S:1:pos:R:3:forces:R:3:lowdin_charge:R:1
Pd 0.572530 0.292634 0.483254 0.423 -1.465 0.253 0.8022
C 0.444644 -2.933100 0.478059 0.037 -0.075 0.075 -0.1310
N -0.255326 -1.858882 1.190499 -0.168 0.577 -0.125 -0.1942
C -1.705604 -1.887125 0.891607 0.001 -0.069 -0.012 -0.0954
C -2.354713 -0.587919 0.464043 0.163 -0.095 0.095 -0.2542
C -3.579889 -0.608978 -0.191015 -0.047 -0.037 0.003 -0.0100
C -4.194678 0.590730 -0.495992 0.000 0.023 -0.015 -0.0388
C -3.580974 1.778031 -0.115903 -0.044 -0.003 0.007 -0.0439
C -2.361498 1.703205 0.525732 -0.047 -0.109 0.025 -0.1262
N -1.747593 0.544682 0.795697 -0.261 0.469 -0.041 0.0546
C 0.030314 -1.882398 2.638084 -0.045 -0.080 -0.022 -0.1188
C -0.035974 -0.533781 3.302785 0.007 -0.077 -0.145 -0.2731
C -0.781292 -0.312500 4.444066 -0.029 -0.006 0.087 -0.0055
C -0.740035 0.939225 5.043743 -0.022 -0.009 0.022 -0.0360
C 0.057534 1.920340 4.485036 0.054 0.009 -0.013 -0.0380
C 0.768065 1.615869 3.333744 0.002 -0.122 0.083 -0.1137
N 0.723879 0.419134 2.746739 -0.136 0.564 0.080 0.0396
C 0.826602 -2.568325 -0.931333 -0.048 0.041 0.122 -0.2625
C 0.820348 -3.523467 -1.933711 -0.038 -0.034 -0.004 -0.0115
C 1.299979 -3.187271 -3.188804 0.009 -0.052 -0.039 -0.0392
C 1.774637 -1.905212 -3.394089 0.012 0.038 0.001 -0.0294
C 1.730353 -1.006734 -2.340923 -0.031 -0.140 0.037 -0.0946
N 1.261861 -1.320846 -1.129397 0.041 0.425 -0.391 0.0669
H -0.143019 -3.856800 0.472966 0.026 -0.040 0.037 0.1309
H 1.371538 -3.148980 1.011429 0.015 0.024 0.010 0.1336
H -2.250785 -2.234094 1.776882 0.007 -0.088 -0.002 0.1380
H -1.887711 -2.622760 0.107652 0.001 -0.032 -0.011 0.1276
H -4.039987 -1.553403 -0.454224 0.016 0.021 -0.009 0.1228
H -5.140705 0.602561 -1.021265 0.000 0.003 0.024 0.1178
H -4.038305 2.737688 -0.313377 0.013 -0.016 0.004 0.1132
H -1.852574 2.600539 0.858290 0.035 0.019 -0.072 0.1066
H 1.053865 -2.235023 2.761645 0.018 -0.032 0.013 0.1305
H -0.629634 -2.583233 3.159741 0.012 -0.048 -0.004 0.1291
H -1.384966 -1.108738 4.860747 0.020 0.015 -0.017 0.1202
H -1.320135 1.140644 5.935140 0.012 -0.012 -0.019 0.1182
H 0.132097 2.905664 4.923548 0.002 -0.012 -0.012 0.1137
H 1.404299 2.356304 2.866216 -0.030 0.031 -0.026 0.1035
H 0.447786 -4.518482 -1.727240 0.010 0.010 0.005 0.1197
H 1.308016 -3.917824 -3.987465 -0.010 0.019 0.012 0.1182
H 2.166698 -1.593572 -4.352318 0.004 0.003 0.019 0.1156
H 2.095066 0.000011 -2.463750 -0.017 0.030 -0.008 0.0726
F 2.373582 2.231418 -5.366109 0.012 0.002 -0.073 0.0801
C 2.085660 2.215005 -4.058102 0.000 0.016 0.006 -0.2868
C 0.759941 2.174683 -3.668996 -0.076 -0.028 0.068 0.0062
C 0.471728 2.159680 -2.313992 -0.076 -0.030 -0.087 -0.0396
C 1.490089 2.171025 -1.357604 0.028 0.251 0.132 -0.3155
C 1.163342 2.128568 0.074832 -0.170 -0.474 -0.065 -0.1919
C 2.815336 2.209997 -1.794847 0.123 0.017 -0.060 -0.0406
C 3.124182 2.238747 -3.147211 0.044 0.008 0.120 -0.0003
H -0.018330 2.165624 -4.419938 0.006 0.002 0.006 0.1262
H -0.561621 2.134092 -1.985677 -0.003 0.028 -0.020 0.1105
H 2.005276 2.323534 0.735606 0.071 0.201 -0.026 0.0643
H 0.265153 2.680966 0.346878 0.103 0.342 0.001 0.0570
H 3.614642 2.224967 -1.062791 -0.009 0.014 -0.032 0.1234
H 4.146304 2.283880 -3.498584 -0.017 -0.012 0.004 0.1280
```
Positions in Å, forces in eV/Å.

Summary:
Energy = -1413.6267 a.u.
Net charge = +1

[2]
Density functional theory data (wB97M-V/def2-TZVPD) for a 3-piece molecular cluster, C9H24O12P2S overall in a non-equilibrium geometry.

Structure (XYZ):
```
48
Properties=species:S:1:pos:R:3:forces:R:3:lowdin_charge:R:1
O 4.954389 2.298238 3.379388 1.222 -3.230 1.029 0.1558
C 4.774646 3.372378 2.997164 -1.320 2.276 -0.513 -0.3402
O 3.468106 3.831108 2.889969 0.225 0.962 -0.013 -0.0912
C 3.055615 4.376870 4.158041 -0.390 -0.596 -0.585 -0.1801
C 1.512557 4.465098 4.330093 -0.207 0.048 0.223 -0.2046
S 0.566875 3.474523 3.151600 1.347 -1.115 -0.749 0.6677
O 1.020450 2.134352 3.359216 -0.379 -0.658 0.926 -0.3441
O 0.692118 3.930776 1.812281 -0.338 1.311 -0.599 -0.3291
H 5.578860 4.078679 2.760615 -0.199 0.291 -0.336 0.1552
H 3.413555 3.683856 4.914541 0.100 0.124 0.247 0.1226
H 3.513254 5.357336 4.270841 -0.117 0.149 0.230 0.1273
H 1.138289 5.483027 4.396003 0.006 0.129 -0.418 0.0982
H 1.302320 4.002938 5.292621 -0.233 -0.068 0.049 0.0968
H -0.763003 3.542963 3.459330 0.338 0.384 0.553 0.0822
C 3.150711 1.030423 1.039856 0.019 0.321 -0.027 -0.0831
O 3.201216 -0.337286 0.597762 0.083 -0.328 0.104 -0.2097
P 2.864675 -0.618721 -0.914938 -0.035 0.019 0.045 0.3303
O 3.339746 0.372141 -1.874100 -0.135 0.054 -0.272 -0.2190
O 1.284162 -0.833099 -0.967518 0.023 0.130 -0.104 -0.2176
C 0.561327 -1.154856 0.226365 -0.170 -0.014 0.121 -0.0795
O 3.464197 -2.076463 -1.089471 0.134 0.034 0.298 -0.2090
C 3.280978 -2.709343 -2.355827 -0.112 -0.137 -0.176 -0.0990
H 3.090749 1.050662 2.122199 -0.047 -0.250 -0.009 0.0714
H 4.058236 1.541849 0.723020 -0.046 0.003 -0.102 0.0906
H 2.279087 1.539920 0.628882 0.026 0.043 0.000 0.0903
H 0.373110 -0.239361 0.786704 0.022 -0.055 0.091 0.0878
H 1.104741 -1.864417 0.849319 0.036 0.021 -0.017 0.0920
H -0.394457 -1.590065 -0.058549 0.040 0.039 -0.142 0.0803
H 2.333141 -3.249631 -2.357808 -0.007 0.026 -0.027 0.0848
H 4.094009 -3.416170 -2.502008 0.033 0.035 0.108 0.0873
H 3.291998 -1.983377 -3.169497 0.019 0.040 0.042 0.0857
C -2.042239 -1.729371 -3.056309 0.266 0.108 0.076 -0.0856
O -3.447515 -1.699429 -3.339750 -0.213 -0.038 -0.188 -0.2197
P -4.430604 -1.820819 -2.108492 -0.118 -0.002 -0.058 0.3298
O -4.005175 -1.151124 -0.885409 0.002 -0.120 0.283 -0.2188
O -4.680585 -3.384889 -1.912134 0.193 0.072 0.148 -0.2122
C -4.418610 -4.304242 -2.974095 -0.032 -0.129 -0.084 -0.0926
O -5.773946 -1.287825 -2.751899 0.196 0.094 -0.258 -0.2073
C -6.946100 -1.310477 -1.932977 -0.241 -0.090 0.113 -0.0922
H -1.516357 -1.953970 -3.980575 -0.149 -0.007 -0.069 0.0927
H -1.720890 -0.757113 -2.688094 0.009 -0.042 0.076 0.0939
H -1.807934 -2.497388 -2.317625 0.015 0.032 0.025 0.0841
H -3.352546 -4.529802 -3.004880 -0.001 0.016 -0.082 0.0850
H -4.740508 -3.910123 -3.937427 0.013 0.022 0.007 0.0908
H -4.962413 -5.222556 -2.765417 -0.045 0.064 0.108 0.0889
H -7.442377 -2.275704 -2.037273 0.017 -0.004 0.035 0.0878
H -7.614679 -0.526385 -2.278611 0.092 0.022 -0.087 0.0885
H -6.703178 -1.133130 -0.885128 0.061 0.014 -0.022 0.0867
```
Positions in Å, forces in eV/Å.

Summary:
Energy = -2341.2005 a.u.
SMILES = O=COCC[SH](=O)=O.COP(=O)(OC)OC.COP(=O)(OC)OC

[3]
Density functional theory data (wB97M-V/def2-TZVPD) for a 2-piece molecular cluster, C4H9NO2 overall in a non-equilibrium geometry.

Structure (XYZ):
```
16
Properties=species:S:1:pos:R:3:forces:R:3:lowdin_charge:R:1
N 2.477108 0.363698 -0.448755 -0.147 1.333 1.047 -0.0122
C 1.477080 1.167137 0.342246 1.781 0.183 -1.141 -0.2388
C 0.261349 1.367360 -0.509607 -1.409 0.444 0.536 -0.2713
O -0.845769 1.588074 -0.033909 1.416 -0.131 -0.819 0.0004
H 3.350795 0.271401 0.093472 -0.838 -0.170 -0.496 0.0740
H 2.042691 -0.523890 -0.599419 0.183 -0.782 0.027 0.0224
H 1.943025 2.186003 0.468001 -0.571 -0.840 0.196 0.1344
H 1.211274 0.715552 1.294803 -0.128 0.209 0.146 0.1064
H 0.441713 1.337115 -1.618464 -0.145 -0.004 0.568 0.1367
C -2.326596 -0.910976 -0.108870 0.709 -0.340 -0.057 -0.0612
C -1.095099 -1.599604 0.402814 2.199 -0.714 -0.093 -0.2636
O 0.072617 -1.399262 0.027983 -2.701 -0.349 0.629 -0.0131
H -2.583844 -0.290222 0.759135 -0.457 0.138 -0.366 0.0910
H -3.138459 -1.624878 -0.351047 0.465 0.374 0.302 0.0911
H -2.039827 -0.293812 -0.964923 -0.399 -0.054 0.257 0.0736
H -1.248058 -2.353696 1.246540 0.042 0.703 -0.737 0.1303
```
Positions in Å, forces in eV/Å.

Summary:
Relative energy (zero: lowest compared OMol25 entry of this formula, charge and spin) = 2.1886 eV
SMILES = NCC=O.CC=O

[4]
Density functional theory data (wB97M-V/def2-TZVPD) for a 2-piece molecular cluster, C4H10N overall in a non-equilibrium geometry.

Structure (XYZ):
```
15
Properties=species:S:1:pos:R:3:forces:R:3:lowdin_charge:R:1
C 0.901003 1.635870 1.622524 -0.008 -1.788 0.464 -0.0150
C 0.050344 0.482514 1.898853 -4.937 0.331 -1.585 0.1163
C -0.877457 0.214810 0.765758 -1.174 0.337 0.868 -0.0721
C -0.730950 0.564082 -0.561484 0.129 -1.958 1.536 0.1674
N 0.056499 -2.134362 -2.334755 -0.700 -1.680 0.491 -0.0321
H 1.883218 1.558187 1.973703 1.648 -0.356 0.618 0.0983
H 0.638241 2.645951 1.829909 -1.151 0.697 0.755 0.1329
H -0.371890 -0.034372 2.813105 1.716 0.501 -0.588 0.1589
H -0.408509 -3.031427 -1.888045 1.625 2.435 -1.277 0.0760
H -1.923562 -0.174115 0.949030 1.499 0.007 0.490 0.1443
H -1.355212 0.347298 -1.393374 -1.698 0.144 0.042 0.0881
H 0.192176 0.631792 -1.000245 2.741 0.962 -0.575 0.0546
H 0.981851 -1.944261 -1.911798 -0.792 -0.688 -0.417 0.0108
H 0.774086 1.546776 0.593170 1.236 0.957 -2.165 0.0408
H 0.190161 -2.308741 -3.356353 -0.134 0.099 1.341 0.0306
```
Positions in Å, forces in eV/Å.

Summary:
Relative energy (zero: lowest compared OMol25 entry of this formula, charge and spin) = 4.6046 eV
Net charge = +1

| no. | molecular weight (g mol⁻¹) |
| --- | --- |
| 1 | 505.91 |
| 2 | 418.29 |
| 3 | 103.12 |
| 4 | 72.13 |